Entry one
{"formula": "C3H9NS", "method": "ωB97M-V with the def2-TZVPD basis set", "lumo_ev": 0.9, "e_homo_ev": -8.1, "orbital_gap_ha": 0.331, "molar_mass_g_mol": 91.18, "smiles": "C=CN.CS", "symbols": ["C", "C", "N", "H", "H", "H", "H", "H", "C", "S", "H", "H", "H", "H"], "coordinates": [[-1.675, 1.930, -0.419], [-2.260, 0.958, 0.352], [-1.580, -0.184, 0.918], [-2.257, 2.964, -0.330], [-0.758, 1.718, -0.981], [-3.302, 0.797, 0.689], [-0.905, -0.495, 0.165], [-2.234, -0.695, 1.519], [2.061, 0.333, -0.063], [1.426, -1.386, -0.370], [1.349, 1.094, -0.585], [2.947, 0.249, -0.666], [2.093, 0.377, 1.065], [2.561, -1.882, -0.594]], "nbo_charge": [-0.566, 0.018, -0.863, 0.227, 0.201, 0.186, 0.398, 0.395, -0.719, -0.081, 0.228, 0.227, 0.240, 0.108]}

Entry two
{"formula": "C3H9NS", "method": "ωB97M-V with the def2-TZVPD basis set", "lumo_ev": 0.7, "e_homo_ev": -8.6, "orbital_gap_ha": 0.342, "molar_mass_g_mol": 91.18, "symbols": ["C", "C", "C", "H", "H", "H", "H", "H", "H", "H", "H", "H", "N", "S"], "coordinates": [[-0.838, -2.012, 1.274], [0.701, 0.086, 0.175], [0.702, 1.152, -0.880], [0.184, -2.345, 1.266], [-1.291, -1.333, 2.079], [-1.736, -2.749, 1.322], [0.340, 0.193, 1.339], [1.993, -0.082, 0.193], [1.415, 2.178, -0.745], [1.222, 0.552, -1.630], [-0.695, 3.068, -1.088], [-1.332, 0.839, -1.356], [-0.445, 1.702, -1.471], [-0.221, -1.250, -0.476]], "nbo_charge": [-0.714, -0.590, -0.258, 0.237, 0.228, 0.241, 0.233, 0.207, 0.203, 0.175, 0.350, 0.382, -0.856, 0.163]}

Computed stability ranking, most favorable first: entry one, entry two

Entry one
{"formula": "C2H7N3", "method": "ωB97M-V with the def2-TZVPD basis set", "lumo_ev": 1.0, "e_homo_ev": -8.3, "orbital_gap_ha": 0.343, "molar_mass_g_mol": 73.10, "smiles": "[H]/N=C/NNC", "symbols": ["H", "N", "C", "N", "N", "C", "H", "H", "H", "H", "H", "H"], "coordinates": [[2.592, -1.185, -0.105], [1.714, -0.801, -0.278], [1.465, 0.455, 0.060], [0.264, 1.075, -0.279], [-0.741, 0.262, -0.729], [-1.596, -0.390, 0.206], [1.960, 0.921, 0.937], [-0.014, 1.998, 0.131], [-0.185, -0.519, -1.046], [-1.351, -0.050, 1.142], [-1.474, -1.450, 0.104], [-2.634, -0.317, -0.143]], "nbo_charge": [0.362, -0.781, 0.255, -0.452, -0.477, -0.426, 0.167, 0.392, 0.386, 0.188, 0.192, 0.194]}

Entry two
{"formula": "C2H7N3", "method": "ωB97M-V with the def2-TZVPD basis set", "lumo_ev": 1.1, "e_homo_ev": -8.4, "orbital_gap_ha": 0.349, "molar_mass_g_mol": 73.10, "smiles": "C=NN.C=N", "symbols": ["C", "N", "N", "H", "H", "H", "H", "C", "N", "H", "H", "H"], "coordinates": [[-2.515, -0.209, -0.155], [-1.374, -0.480, 0.313], [-0.501, 0.576, 0.706], [-2.861, 0.792, -0.426], [-3.220, -1.021, -0.240], [-0.695, 1.490, 0.298], [0.374, 0.247, 1.094], [2.288, -0.021, -0.024], [1.441, -0.423, -0.892], [2.295, 1.005, 0.339], [3.128, -0.634, 0.320], [1.639, -1.322, -1.332]], "nbo_charge": [-0.178, -0.212, -0.680, 0.140, 0.182, 0.360, 0.387, -0.083, -0.574, 0.163, 0.150, 0.346]}

Computed stability ranking, most favorable first: entry one, entry two

Entry one
{"formula": "C2H7N3", "method": "ωB97M-V with the def2-TZVPD basis set", "lumo_ev": 0.8, "e_homo_ev": -8.9, "orbital_gap_ha": 0.356, "molar_mass_g_mol": 73.10, "symbols": ["C", "C", "H", "H", "H", "H", "H", "H", "H", "N", "N", "N"], "coordinates": [[-0.713, -0.664, 0.303], [0.513, 0.233, 0.035], [-2.186, 0.012, -1.409], [-1.847, 1.284, 0.169], [-0.893, -0.871, 1.595], [-0.565, -1.722, -0.248], [2.631, 0.016, -0.303], [1.851, -1.436, -0.139], [1.180, 2.043, 0.009], [-1.965, 0.018, -0.097], [1.740, -0.431, -0.074], [0.255, 1.518, 0.158]], "nbo_charge": [-0.282, 0.419, 0.339, 0.420, 0.217, 0.202, 0.393, 0.396, 0.331, -0.871, -0.837, -0.730]}

Entry two
{"formula": "C2H7N3", "method": "ωB97M-V with the def2-TZVPD basis set", "lumo_ev": 0.9, "e_homo_ev": -8.7, "orbital_gap_ha": 0.351, "molar_mass_g_mol": 73.10, "smiles": "[H]/N=C/N(C)N", "symbols": ["H", "N", "C", "N", "C", "N", "H", "H", "H", "H", "H", "H"], "coordinates": [[2.960, -0.493, 0.093], [2.219, 0.217, 0.003], [1.146, -0.435, -0.130], [-0.083, 0.150, -0.267], [-1.272, -0.624, 0.023], [-0.109, 1.519, -0.065], [1.071, -1.505, -0.171], [-1.011, -1.707, -0.095], [-2.114, -0.332, -0.655], [-1.622, -0.448, 1.042], [-0.362, 1.698, 0.879], [-0.823, 1.961, -0.656]], "nbo_charge": [0.332, -0.682, 0.268, -0.291, -0.413, -0.620, 0.141, 0.208, 0.198, 0.179, 0.332, 0.348]}

Entry three
{"formula": "C2H7N3", "method": "ωB97M-V with the def2-TZVPD basis set", "lumo_ev": 0.8, "e_homo_ev": -9.2, "orbital_gap_ha": 0.368, "molar_mass_g_mol": 73.10, "smiles": "[H]/N=C(\\N)CN", "symbols": ["H", "N", "C", "N", "C", "N", "H", "H", "H", "H", "H", "H"], "coordinates": [[-2.159, -0.937, -0.523], [-1.170, -1.103, -0.330], [-0.521, 0.023, -0.310], [-1.124, 1.228, -0.510], [1.044, -0.066, -0.327], [1.499, -0.626, 0.935], [-2.119, 1.266, -0.314], [-0.465, 1.642, 0.284], [1.473, 0.926, -0.482], [1.332, -0.710, -1.161], [1.130, -0.088, 1.714], [1.080, -1.554, 1.025]], "nbo_charge": [0.320, -0.725, 0.402, -0.799, -0.275, -0.812, 0.382, 0.375, 0.190, 0.226, 0.344, 0.371]}

Computed stability ranking, most favorable first: entry three, entry two, entry one